[1]
# C3H4O6S

A cluster of 2 separate species, C3H4O6S in total (ωB97M-V/def2-TZVPD, the Open Molecules 2025 dataset).

The calculation puts the total energy at -26295.746 eV. The value obtained for the maximum force is 3.26 eV/A. As for the energy above the lowest of the compared OMol25 structures with the same formula, charge and spin: 0.087 eV.

ORCA input file:
```
! RIJCOSX wB97M-V def2-TZVPD def2/J DEFGRID3
* xyz -2 1
C 2.74 -0.46 0.14
C 0.50 0.17 0.88
C 1.41 0.12 -0.08
O 3.45 -0.50 -0.92
O -3.21 -0.53 -1.08
O 3.23 -0.78 1.24
O -4.34 0.69 0.97
O 1.18 0.43 -1.40
O -2.08 1.29 0.19
S -2.95 0.20 0.61
H -2.24 -0.71 -1.31
H 0.67 -0.17 1.88
H -0.51 0.31 0.54
H 2.13 -0.08 -1.66
*
```

[2]
# C4H7N3

A cluster of 2 separate species, C4H7N3 in total (ωB97M-V/def2-TZVPD, the Open Molecules 2025 dataset).

The calculation puts the total energy at -8724.856 eV. The value obtained for the maximum force is 5.11 eV/A. As for the energy above the lowest of the compared OMol25 structures with the same formula, charge and spin: 6.823 eV.

ORCA input file:
```
! RIJCOSX wB97M-V def2-TZVPD def2/J DEFGRID3
* xyz 0 1
C -0.24 0.54 -1.68
C -1.18 0.03 -0.64
C 2.36 -0.39 0.31
C 2.73 0.86 0.53
N -1.59 0.90 -1.71
N -1.38 -0.61 0.37
N -2.65 -0.82 1.02
H 2.85 -1.14 -0.37
H 1.70 -1.00 0.99
H -2.21 1.49 -2.18
H 2.14 1.45 1.28
H 3.48 1.21 -0.14
H -3.45 -0.90 0.52
H -2.55 -1.62 1.70
*
```

[3]
# C16H29Cl10MgO6

A structure of composition C16H29Cl10MgO6 (ωB97M-V/def2-TZVPD, the Open Molecules 2025 dataset).

The calculation puts the total energy at -160022.588 eV. The value obtained for the maximum force is 3.69 eV/A. As for the energy above the lowest of the compared OMol25 structures with the same formula, charge and spin: 0.229 eV.

ORCA input file:
```
! RIJCOSX wB97M-V def2-TZVPD def2/J DEFGRID3
* xyz -1 1
Mg -0.24 -3.00 2.38
C 2.55 -2.25 5.70
C 2.04 -3.03 4.50
O 1.08 -2.52 3.80
O 2.62 -4.07 4.21
H 2.85 -2.94 6.48
H 1.72 -1.61 6.04
H 3.33 -1.55 5.41
C 1.84 -3.84 -0.87
C 1.86 -4.62 0.45
O 2.62 -5.60 0.59
O 0.98 -4.27 1.34
H 1.62 -2.79 -0.65
H 1.05 -4.16 -1.54
H 2.84 -3.87 -1.30
C -1.29 0.29 0.66
C -0.85 -1.00 1.28
O -1.62 -1.58 2.13
O 0.27 -1.51 1.08
H -0.38 0.86 0.42
H -1.93 0.96 1.21
H -1.73 0.10 -0.32
Cl 2.78 -0.08 -5.46
C 2.50 -0.64 -3.79
C 1.07 -0.40 -3.29
Cl 0.55 1.29 -3.18
H 3.12 -0.05 -3.13
H 2.90 -1.65 -3.67
H 0.95 -0.77 -2.27
H 0.39 -1.03 -3.86
Cl -0.89 5.33 -1.39
C -1.07 4.20 -0.06
C 0.21 3.87 0.66
Cl 0.88 5.31 1.46
H -1.59 3.29 -0.37
H -1.73 4.66 0.67
H 0.97 3.41 0.04
H 0.02 3.13 1.44
Cl -4.52 5.30 -0.25
C -4.47 5.00 1.52
C -5.15 3.69 1.85
Cl -4.16 2.34 1.34
H -5.02 5.84 1.93
H -3.46 5.11 1.90
H -6.10 3.63 1.32
H -5.41 3.68 2.91
Cl -1.74 -0.77 -5.46
C -2.72 0.51 -4.61
C -3.24 -0.05 -3.31
Cl -3.89 1.29 -2.33
H -3.49 0.75 -5.33
H -2.04 1.35 -4.50
H -2.46 -0.58 -2.77
H -4.05 -0.74 -3.53
Cl 3.18 0.12 -0.44
C 3.67 -1.14 0.73
C 3.62 -2.53 0.14
Cl 5.05 -2.78 -0.91
H 3.04 -1.02 1.61
H 4.68 -0.87 1.00
H 2.77 -2.71 -0.50
H 3.65 -3.30 0.90
*
```

[4]
# C2H7IN3O2S

A cluster of 2 separate species, C2H7IN3O2S in total (ωB97M-V/def2-TZVPD, the Open Molecules 2025 dataset).

The calculation puts the total energy at -29676.066 eV. The value obtained for the maximum force is 4.41 eV/A. As for the energy above the lowest of the compared OMol25 structures with the same formula, charge and spin: 0.000 eV.

ORCA input file:
```
! RIJCOSX wB97M-V def2-TZVPD def2/J DEFGRID3
* xyz 1 1
C 0.40 -2.17 1.62
C -0.04 1.92 -2.39
N -0.16 -0.56 -1.40
N -0.26 -1.14 1.35
N 0.73 -3.32 1.54
O -1.07 1.50 0.14
O -0.77 -0.14 2.20
S 0.00 0.85 -0.83
I 1.91 1.18 0.66
H 0.99 1.99 -2.64
H -0.69 1.33 -2.93
H -0.50 2.92 -2.27
H -1.46 0.92 0.83
H -0.01 -1.26 -0.70
H 1.67 -3.67 1.75
H -0.73 -0.34 3.08
*
```

[5]
# C26H21GeN4O9Pt

A structure of composition C26H21GeN4O9Pt (ωB97M-V/def2-TZVPD, the Open Molecules 2025 dataset).

The calculation puts the total energy at -111405.666 eV. The value obtained for the maximum force is 7.54 eV/A. As for the expectation value of S²: 6.065. As for the energy above the lowest of the compared OMol25 structures with the same formula, charge and spin: 4.522 eV.

ORCA input file:
```
! RIJCOSX wB97M-V def2-TZVPD def2/J DEFGRID3
* xyz 3 5
Pt -0.05 -1.29 -0.24
O -5.22 -2.40 0.18
C -4.51 -1.72 0.89
O -4.58 -0.51 1.20
C -3.58 -2.83 1.45
C -4.15 -3.88 1.99
C -3.40 -5.10 2.15
C -2.19 -5.22 1.53
C -1.50 -4.09 1.15
C -2.25 -2.89 0.78
O -1.93 -2.04 -0.01
N -0.24 -4.31 0.51
O 0.16 -5.42 0.56
O 0.44 -3.38 0.12
N -4.00 -6.13 2.97
O -4.10 -5.69 4.08
O -4.16 -7.30 2.65
H -5.17 -3.80 2.27
H -1.67 -6.26 1.33
Ge -0.61 0.93 -1.12
C 0.86 2.37 -0.78
C 0.76 3.36 0.20
C 1.72 4.38 0.16
C 2.68 4.57 -0.84
C 2.83 3.42 -1.70
C 1.91 2.35 -1.68
C -2.45 1.25 -1.08
C -3.30 0.33 -1.94
C -4.73 0.61 -2.05
C -5.24 1.88 -1.88
C -4.43 2.58 -1.04
C -3.09 2.41 -0.65
H -0.37 0.63 -2.58
H -0.09 3.47 0.87
H 1.74 5.08 1.01
H 3.31 5.46 -1.17
H 3.57 3.43 -2.49
H 1.94 1.62 -2.51
H -2.68 -0.27 -2.62
H -5.41 -0.19 -2.39
H -6.22 2.19 -1.91
H -4.84 3.42 -0.54
H -2.68 3.01 0.08
O 4.50 3.99 2.78
C 5.22 2.77 2.21
N 4.41 2.04 1.19
C 4.90 0.83 0.80
O 6.03 0.33 1.03
C 3.87 0.26 -0.32
C 4.38 -0.18 -1.55
C 3.59 -0.70 -2.46
C 2.31 -1.39 -1.87
N 1.93 -0.88 -0.62
C 2.66 -0.02 0.23
H 4.81 4.64 2.11
H 5.34 2.32 3.16
H 6.28 2.47 1.75
H 3.49 2.47 1.03
H 5.44 -0.07 -1.57
H 3.79 -1.01 -3.46
H 1.75 -2.00 -2.52
H 2.17 0.07 1.17
*
```

[6]
# C4H11N2

The ion C4H11N2 with charge +1 (ωB97M-V/def2-TZVPD, the Open Molecules 2025 dataset).

The SMILES is C=NCCC[NH3+]. The calculation puts the total energy at -7299.054 eV. The value obtained for the maximum force is 1.95 eV/A. As for the energy above the lowest of the compared OMol25 structures with the same formula, charge and spin: 1.894 eV.

ORCA input file:
```
! RIJCOSX wB97M-V def2-TZVPD def2/J DEFGRID3
* xyz 1 1
C -1.49 1.50 0.91
N -0.44 1.24 0.25
C -0.59 0.49 -1.00
C 0.63 -0.39 -1.28
C 1.40 -0.80 -0.03
N 0.47 -1.46 0.99
H -2.50 1.07 0.91
H -1.31 2.22 1.71
H -0.74 1.23 -1.79
H -1.49 -0.13 -0.94
H 1.41 0.17 -1.81
H 0.41 -1.27 -1.89
H 1.85 0.05 0.47
H 2.19 -1.52 -0.23
H 0.38 -2.46 0.78
H 0.71 -1.31 1.97
H -0.45 -1.04 0.84
*
```

- What is the energy above the lowest of the compared OMol25 structures with the same formula, charge and spin in the first record?
  0.087 eV

Please write out number 6 again, unchanged.
# C4H11N2

The ion C4H11N2 with charge +1 (ωB97M-V/def2-TZVPD, the Open Molecules 2025 dataset).

The SMILES is C=NCCC[NH3+]. The calculation puts the total energy at -7299.054 eV. The value obtained for the maximum force is 1.95 eV/A. As for the energy above the lowest of the compared OMol25 structures with the same formula, charge and spin: 1.894 eV.

ORCA input file:
```
! RIJCOSX wB97M-V def2-TZVPD def2/J DEFGRID3
* xyz 1 1
C -1.49 1.50 0.91
N -0.44 1.24 0.25
C -0.59 0.49 -1.00
C 0.63 -0.39 -1.28
C 1.40 -0.80 -0.03
N 0.47 -1.46 0.99
H -2.50 1.07 0.91
H -1.31 2.22 1.71
H -0.74 1.23 -1.79
H -1.49 -0.13 -0.94
H 1.41 0.17 -1.81
H 0.41 -1.27 -1.89
H 1.85 0.05 0.47
H 2.19 -1.52 -0.23
H 0.38 -2.46 0.78
H 0.71 -1.31 1.97
H -0.45 -1.04 0.84
*
```